Here is an isolated molecule of C6H13N at a distorted geometry from the OMol25 dataset. Energies are from ωB97M-V with the def2-TZVPD basis set.

Element x y z (Å)
C  -2.2814  0.7782  -0.1326
C  -2.0280  -0.0058  -1.4450
C  -0.6471  -0.7236  -1.5058
C  0.0978  -1.0217  -0.2248
C  1.1287  -0.2821  0.1831
N  1.9969  -0.5616  1.2261
C  2.7255  0.5335  1.7910
H  -2.2338  1.8725  -0.2563
H  -3.2980  0.5650  0.1986
H  -1.5645  0.6475  0.6701
H  -2.1268  0.6313  -2.3182
H  -2.7998  -0.7627  -1.5753
H  0.0551  -0.0852  -2.0575
H  -0.7656  -1.5720  -2.1841
H  -0.4086  -1.7164  0.4399
H  1.3771  0.6182  -0.3714
H  1.9004  -1.4615  1.6452
H  3.3472  0.2597  2.6475
H  2.1497  1.3354  2.2602
H  3.3752  0.9512  1.0089

Atomic forces in eV per Å
C -0.483 0.937 -0.620
C 0.509 -0.339 0.965
C 0.690 1.024 -0.620
C -1.415 -0.053 -0.126
C 0.264 -0.435 -0.010
N -0.774 0.498 -0.568
C 0.858 0.241 0.659
H -0.152 -0.250 -0.403
H 0.131 0.026 0.348
H 0.032 -0.767 0.027
H 0.066 0.208 -0.053
H -0.128 -0.055 0.219
H -0.190 0.152 -0.102
H 0.147 -0.336 0.376
H 0.556 -0.401 0.102
H 0.273 -0.051 -0.151
H 0.078 -0.045 0.538
H 0.204 -0.598 -0.402
H -0.594 0.086 -0.500
H -0.071 0.157 0.320

## Properties
Frontier orbital gap (eV): 8.770
E_LUMO (eV): 1.12
Energy relative to the best compared isomer or geometry (same formula, charge and spin) (kcal/mol): 27.8